# 1
{"formula": "C26H44N2O4S", "method": "ωB97M-V/def2-TZVPD", "symbols": ["S", "O", "O", "O", "O", "N", "N", "C", "C", "C", "C", "C", "C", "C", "C", "C", "C", "C", "C", "C", "C", "C", "C", "C", "C", "C", "C", "C", "C", "C", "C", "C", "C", "H", "H", "H", "H", "H", "H", "H", "H", "H", "H", "H", "H", "H", "H", "H", "H", "H", "H", "H", "H", "H", "H", "H", "H", "H", "H", "H", "H", "H", "H", "H", "H", "H", "H", "H", "H", "H", "H", "H", "H", "H", "H", "H", "H"], "coordinates": [[-3.92614, -3.21620, 0.19328], [5.46071, -0.21290, 0.85183], [1.19229, 0.87057, 1.35292], [-3.55740, -0.82646, -0.77396], [4.74756, -0.68239, -1.26572], [3.30876, -0.49130, 0.46754], [0.26809, 0.95682, -0.71793], [7.30132, -1.57297, -0.00145], [6.86833, -0.20267, 0.52009], [-0.10521, 3.31275, -0.12929], [1.46929, -1.96795, -0.18807], [-4.19160, -1.47296, 0.02012], [-0.75973, 1.97235, -0.47743], [-2.66608, 3.18055, -1.54163], [-2.01274, 4.51784, -1.19699], [0.50627, -2.31160, -1.32194], [-5.22311, -0.91089, 0.96490], [4.53962, -0.47029, -0.09308], [-3.58146, 2.74197, -0.40041], [-1.24894, -3.80416, -0.22736], [7.16478, 0.89173, -0.50551], [-2.53554, -3.44904, -0.95759], [-2.10486, 3.93271, 1.22821], [-1.58791, 2.11766, -1.75334], [-0.04982, -3.73244, -1.17776], [7.56030, 0.10752, 1.84828], [2.10580, -0.57058, -0.32512], [-1.67735, 1.53851, 0.66828], [-2.75836, 2.59686, 0.87841], [1.14187, 0.50582, 0.19349], [-6.52717, -1.70146, 0.91498], [-1.19156, 4.36574, 0.08267], [-4.63552, -0.90488, 2.37862], [-4.44847, -1.92348, 2.71079], [-2.82709, -4.23742, -1.65092], [-1.09973, -3.11482, 0.60563], [-3.25233, 3.28510, -2.46152], [-2.06060, 1.16183, -1.99009], [-5.33646, -0.43645, 3.06492], [2.38828, -0.39450, -1.36908], [-1.36808, 4.84081, -2.01784], [0.56301, 3.61534, -0.93956], [0.35031, 0.62128, -1.66452], [-2.87339, 4.69036, 1.39792], [7.21898, 1.06606, 2.22976], [1.04450, -2.23114, -2.26895], [-4.04190, 1.78507, -0.65311], [-2.13412, 0.58188, 0.41051], [6.66101, 0.67077, -1.44234], [-3.41276, 2.28522, 1.70063], [-2.78226, 5.28010, -1.05664], [-0.72076, 5.32335, 0.33140], [6.81505, 1.85331, -0.13570], [-1.34125, -4.80990, 0.18696], [-4.37616, 3.47709, -0.25450], [7.32090, -0.65918, 2.58024], [-1.08682, 1.41056, 1.57550], [0.74369, -4.38554, -0.81134], [-0.94016, 2.40410, -2.58653], [0.96473, -2.03023, 0.77806], [8.23515, 0.94871, -0.68272], [-0.35603, -4.10912, -2.15615], [-6.93038, -1.71579, -0.09500], [-2.44577, -2.50219, -1.49315], [-1.52302, 3.83032, 2.14633], [-0.32022, -1.59902, -1.34072], [8.37517, -1.58042, -0.16606], [2.28494, -2.69419, -0.18772], [6.79713, -1.79174, -0.93859], [-7.25980, -1.24229, 1.57407], [-6.36158, -2.72632, 1.23835], [7.04851, -2.34434, 0.72304], [3.18819, -0.16451, 1.41691], [0.49014, 3.19324, 0.77650], [-3.70064, -0.34921, 2.40525], [-5.40679, 0.12297, 0.65081], [8.63652, 0.14250, 1.70768]], "mulliken_charge": [-0.223, -0.475, -0.705, -0.555, -0.673, -0.242, -0.016, -1.631, 1.698, -1.767, -0.908, 0.710, 1.345, 0.372, -1.613, 0.226, 0.649, 0.686, -1.373, -0.608, -1.639, -0.652, -1.604, -1.947, -1.011, -1.710, -0.293, -1.120, 0.735, 0.016, -1.681, 0.524, -1.379, 0.394, 0.455, 0.319, 0.344, 0.475, 0.405, 0.576, 0.493, 0.434, 0.532, 0.516, 0.400, 0.385, 0.236, -0.153, 0.347, 0.300, 0.541, 0.208, 0.373, 0.421, 0.550, 0.402, 0.736, 0.426, 0.644, 0.238, 0.464, 0.408, 0.369, 0.253, 0.475, -0.284, 0.463, 0.480, 0.344, 0.467, 0.369, 0.372, 0.332, 0.554, 0.269, 0.116, 0.414], "total_charge": 0, "smiles": "CC(C)C(=O)SCCCCC[C@H](NC(=O)OC(C)(C)C)C(=O)N[C@]12C[C@H]3C[C@H](C[C@H](C3)C1)C2", "lumo_energy_ev": 0.6600, "energy_ev": -49685.40888}

=====

# 2
{"formula": "C57H56KNO8PS", "method": "ωB97M-V/def2-TZVPD", "symbols": ["K", "S", "P", "O", "O", "O", "O", "O", "O", "O", "O", "N", "C", "C", "C", "C", "C", "C", "C", "C", "C", "C", "C", "C", "C", "C", "C", "C", "C", "C", "C", "C", "C", "C", "C", "C", "C", "C", "C", "C", "C", "C", "C", "C", "C", "C", "C", "C", "C", "C", "C", "C", "C", "C", "C", "C", "C", "C", "C", "C", "C", "C", "C", "C", "C", "C", "C", "C", "C", "H", "H", "H", "H", "H", "H", "H", "H", "H", "H", "H", "H", "H", "H", "H", "H", "H", "H", "H", "H", "H", "H", "H", "H", "H", "H", "H", "H", "H", "H", "H", "H", "H", "H", "H", "H", "H", "H", "H", "H", "H", "H", "H", "H", "H", "H", "H", "H", "H", "H", "H", "H", "H", "H", "H", "H"], "coordinates": [[0.19298, 0.40469, -1.22591], [-2.66005, 0.92287, -1.95585], [-0.27087, -2.41836, -2.29146], [3.79971, 0.93979, -1.96273], [1.08041, 0.98648, -3.58296], [1.18583, 2.20269, 3.36376], [-0.80657, -0.49248, 0.49623], [-1.97692, 0.38451, -3.18685], [-0.28504, 2.85783, -1.13206], [1.77763, 1.53082, -0.15532], [0.83394, -0.00456, 3.70720], [1.09618, -0.35965, -3.84803], [3.53936, -3.61424, -1.46553], [-2.15495, -3.94004, 2.44518], [-3.64336, 3.43642, -1.35449], [2.02389, 2.12911, 1.06254], [-1.96471, -2.61560, 2.09271], [2.30395, -3.99214, 0.54921], [-1.81623, 0.31770, 2.52826], [-3.91956, 4.76055, -1.65593], [-0.68127, -0.48885, 1.84728], [-3.29357, 0.81175, 4.38723], [2.37608, -3.20469, -2.09481], [0.07728, -3.07139, -4.00286], [1.14971, -3.19417, -1.41929], [-2.85207, -3.07859, -2.87525], [-3.42770, 2.12038, 2.38664], [1.18466, 5.89930, 1.35266], [-4.09552, -3.67544, -2.75492], [0.90578, 1.67492, 2.06264], [-3.07262, 4.43827, -3.88557], [-4.32419, -4.61674, -1.75675], [-3.87580, 1.84911, 3.67361], [-3.63262, 5.26189, -2.92089], [4.17155, 2.59814, 2.39352], [3.92374, 0.48723, 1.30062], [-3.29401, -4.94689, -0.89290], [0.40624, -4.08385, -6.60296], [-2.79351, 3.10874, -3.59108], [3.50448, -4.02650, -0.13979], [1.13852, -3.56345, -0.07634], [2.68527, 4.18108, -0.20380], [0.01266, -4.44230, -4.26177], [0.34084, -2.21485, -5.07698], [-2.41895, 1.35358, 1.81716], [0.37863, 1.53338, 5.49100], [-3.08864, 2.62468, -2.33106], [-2.27001, 0.06364, 3.81934], [1.22444, 4.53875, 1.65463], [5.90106, 0.93862, 2.59939], [-4.32046, 0.27517, -2.00271], [0.69297, 0.15200, 2.28672], [1.89539, 6.40365, 0.27645], [2.65385, 5.53268, -0.50153], [-1.79992, -3.41243, -2.01526], [-2.04331, -4.34977, -1.01886], [1.28807, 1.17576, 4.33118], [5.15320, 0.08302, 1.80132], [1.96915, 3.66024, 0.87674], [2.72334, 0.97686, 4.78730], [-0.77186, -1.94416, 2.37120], [-1.13873, -4.64471, 3.08572], [0.48036, -0.75766, -4.88080], [0.47947, -2.72468, -6.37065], [0.18135, -4.94995, -5.53702], [5.40768, 2.20400, 2.88624], [0.23879, -2.66171, 3.00183], [3.40737, 1.74434, 1.60357], [0.05495, -3.99693, 3.35684], [-5.29642, -5.08227, -1.65402], [-2.69673, -2.32561, -3.64167], [0.58785, 6.56203, 1.96849], [3.13803, 1.91038, 5.17119], [-0.02251, 2.12849, 1.70536], [6.86522, 0.62697, 2.98305], [2.26230, -4.27034, 1.59390], [-2.06681, 1.54148, 0.80944], [-0.62643, 1.73658, 5.13030], [-3.86815, 2.94172, 1.83207], [-2.74448, -2.07441, 1.56862], [-2.34436, 2.44352, -4.31667], [3.34746, 0.62553, 3.96765], [-1.81371, -0.73617, 4.39016], [2.42838, -2.87964, -3.12702], [0.52988, -4.47118, -7.60645], [0.24743, -3.45932, 0.52337], [1.47658, -0.40565, 1.76421], [0.85922, -4.52838, 3.85389], [1.18142, -2.18728, 3.23180], [-3.83553, 6.30054, -3.14891], [0.66701, 4.17075, 2.50482], [4.47394, -3.60123, -2.01226], [3.25677, 3.50313, -0.82633], [0.52316, 2.38440, -0.75344], [5.53492, -0.90009, 1.55250], [-0.18904, -5.12042, -3.44042], [-4.77780, 0.54871, -2.95288], [2.73792, 0.23098, 5.58509], [-4.34236, 5.40778, -0.89837], [3.21633, 5.90771, -1.34838], [-2.84026, 4.83236, -4.86700], [0.12538, -6.01809, -5.70481], [0.34310, 0.71174, 6.20908], [3.78938, 3.58234, 2.63531], [-3.45187, -5.67403, -0.10591], [3.10464, 1.21688, -1.31912], [-0.07010, 3.79030, -1.03451], [-3.09592, -4.42781, 2.21730], [-3.83315, 3.04795, -0.36164], [-1.26875, -4.64167, -0.32988], [1.86185, 7.46080, 0.04205], [5.98552, 2.88632, 3.49868], [0.43904, 1.43253, -4.16172], [4.41082, -4.34950, 0.35718], [3.36795, -0.16794, 0.64374], [-3.63034, 0.58660, 5.39254], [-4.66952, 2.44123, 4.11358], [-4.23357, -0.80633, -1.90181], [3.42561, 0.17036, -2.40183], [-4.88318, 0.67736, -1.16038], [0.66675, -2.04158, -7.19114], [0.00399, -0.05650, -5.56916], [-4.88938, -3.39992, -3.43897], [0.76507, 2.42101, 5.99582], [-1.28031, -5.68103, 3.36850]], "mulliken_charge": [1.521, 1.488, 1.416, -0.780, -0.185, -0.247, -0.349, -0.787, -0.321, 0.221, -0.155, 0.114, -0.926, -0.720, -0.293, 1.340, 0.027, -0.820, 0.421, -0.600, 1.687, -0.843, -0.653, -0.329, 0.444, -0.956, -0.817, -1.019, -0.411, -0.638, -0.650, -0.705, -0.872, -0.456, 0.167, 0.092, -0.541, -0.591, -0.481, -0.721, 1.009, -0.183, -0.092, 0.338, -0.301, -1.996, 0.076, -0.024, 0.067, -0.768, -1.266, -0.738, -0.585, -0.862, 0.289, -0.239, 1.097, -0.780, -0.415, -1.700, -0.302, -0.829, -0.805, -0.605, -0.904, -0.805, -0.376, 0.051, -0.783, 0.366, 0.380, 0.423, 0.321, 0.646, 0.361, 0.439, 0.121, 0.376, 0.427, 0.297, 0.407, 0.310, 0.493, 0.385, 0.371, -0.678, 0.185, 0.474, 0.650, 0.384, 0.469, 0.399, 0.525, -0.050, 0.480, 0.403, 0.424, 0.456, 0.405, 0.435, 0.391, 0.432, 0.332, 0.485, 0.508, -0.183, 0.195, 0.488, 0.167, 0.365, 0.376, 0.402, 0.209, 0.412, -0.137, 0.398, 0.387, 0.238, 0.305, 0.444, 0.445, 0.400, 0.421, 0.411, 0.393], "relative_energy_ev": 0.3862, "total_charge": -1, "lumo_energy_ev": 1.9297, "energy_ev": -114337.91847}

=====

# 3
{"formula": "C27H30BF4ORb2", "method": "ωB97M-V/def2-TZVPD", "symbols": ["Rb", "Rb", "F", "F", "F", "F", "O", "C", "C", "C", "C", "C", "C", "C", "C", "C", "C", "C", "C", "C", "C", "C", "C", "C", "C", "C", "C", "C", "C", "C", "C", "C", "C", "C", "B", "H", "H", "H", "H", "H", "H", "H", "H", "H", "H", "H", "H", "H", "H", "H", "H", "H", "H", "H", "H", "H", "H", "H", "H", "H", "H", "H", "H", "H", "H"], "coordinates": [[0.80924, -4.03347, 3.02741], [3.75944, -3.79027, 0.54811], [5.71873, 1.25438, 2.45341], [-1.24683, -2.09822, 4.32365], [-4.23686, -3.17852, -2.28750], [3.76196, 0.94835, -4.11855], [-1.56054, 2.35629, 2.69083], [-2.58230, -1.30682, 2.47906], [-4.64741, -0.14035, 2.99385], [5.08954, 1.49844, 1.28939], [0.29460, 0.89384, 2.45905], [2.23551, -0.57684, -3.19504], [3.15679, 1.22121, -0.16607], [-3.22250, 0.65267, -1.24460], [1.14579, -1.41046, -3.37676], [3.86128, 0.95005, 1.00381], [-3.23267, -0.93807, 4.77910], [4.95756, 2.75446, -0.76867], [-4.51694, 0.35726, -1.61329], [-2.35164, -1.43591, 3.84549], [0.74596, -0.47140, -5.54198], [2.65753, 0.19769, -4.27450], [-4.90373, -0.95823, -1.91301], [5.64270, 2.42025, 0.39555], [-0.39325, 2.24312, 2.44398], [-4.36013, -0.27160, 4.34323], [-3.91474, -1.92164, -1.95110], [3.76051, 2.09736, -1.05684], [0.37309, -1.33631, -4.52522], [1.91121, 0.29346, -5.43153], [-3.73518, -0.65703, 2.07173], [0.43623, 3.41551, 2.03269], [-2.23541, -0.33667, -1.27937], [-2.57000, -1.58859, -1.73615], [1.12710, -2.22748, 0.68099], [1.33616, 0.96747, 2.14960], [-5.04506, 0.15397, 5.06580], [3.52640, 0.17692, 1.69100], [3.28214, 2.32695, -2.00077], [-3.05246, -1.11513, 5.83163], [0.33568, 0.44440, 3.45350], [0.19416, -0.39550, -6.46854], [1.03462, 3.18259, 1.14660], [1.14036, -3.24827, 0.18983], [1.19035, 3.69255, 2.77214], [-1.19493, -0.12094, -1.07208], [2.25320, 0.64096, -0.28781], [2.85312, -0.58587, -2.30541], [6.63106, 2.81622, 0.59469], [-5.92199, -1.19124, -2.18989], [1.25000, -1.42826, -0.15230], [-0.46120, -1.99369, -4.73117], [-0.25031, 4.22988, 1.80843], [0.93799, -2.14532, -2.60734], [-5.55284, 0.35132, 2.67247], [-1.89456, -2.42751, -1.86311], [-3.85675, -0.64440, 0.99482], [2.25547, 0.92093, -6.24222], [5.46915, 3.42013, -1.44705], [-0.22956, 0.22941, 1.77368], [-3.00517, 1.68691, -1.01062], [-5.29389, 1.10955, -1.63718], [0.20187, -1.97692, 1.29083], [-1.86278, -1.73714, 1.79422], [1.99516, -2.21641, 1.40510]], "mulliken_charge": [0.915, 0.837, -0.303, -0.332, -0.329, -0.313, -0.546, -0.363, -0.821, -0.092, 0.410, 0.000, -0.413, -0.702, -0.379, -0.247, -0.648, -0.797, -0.420, 0.493, -0.466, 0.090, -0.504, -0.244, 0.497, -0.287, 0.198, -0.301, -0.557, -0.490, 0.230, -1.097, -0.035, -0.362, 1.894, -0.314, 0.380, 0.444, 0.442, 0.444, 0.326, 0.383, 0.238, -0.274, 0.319, 0.419, 0.598, 0.548, 0.416, 0.437, -0.638, 0.424, 0.363, 0.312, 0.440, 0.477, 0.180, 0.435, 0.390, -0.317, 0.411, 0.387, -0.771, 0.236, -0.655], "total_charge": 1, "lumo_energy_ev": -4.1149, "energy_ev": -43383.37533}

=====

# 4
{"formula": "C7H6IN2O2", "method": "ωB97M-V/def2-TZVPD", "symbols": ["I", "O", "O", "N", "N", "C", "C", "C", "C", "C", "C", "C", "H", "H", "H", "H", "H", "H"], "coordinates": [[4.19097, 3.94479, -1.98935], [-0.69402, -1.15226, -1.60250], [-1.40772, -1.13642, 0.57482], [-0.28535, 0.41536, 2.27054], [-0.88995, 0.35239, 3.22235], [2.26526, 1.43932, -1.32572], [3.12852, 2.24860, -1.55603], [1.29768, 0.43047, -1.10950], [-0.66665, -0.81478, -0.45566], [-2.56967, -1.89235, 0.56504], [0.42401, 0.21778, 0.01845], [0.48169, 0.76109, 1.27647], [-2.45537, -2.79721, 1.25842], [1.61608, -0.57404, -1.48688], [1.18336, 1.56571, 1.62990], [0.53992, 0.52215, -1.86680], [-3.35139, -1.24104, 0.99472], [-2.80737, -2.28956, -0.41825]], "mulliken_charge": [0.298, -0.509, -0.291, 0.733, -0.410, -0.743, 0.392, -0.694, 0.616, -0.692, 0.100, -0.079, 0.254, 0.497, 0.450, 0.452, 0.280, 0.349], "relative_energy_ev": 1.8896, "total_charge": 1, "smiles": "COC(=O)/C(=C\\[N+]#N)CC#CI", "lumo_energy_ev": -6.3474, "energy_ev": -22519.91124}

=====

no.,Kohn-Sham gap (eV)
1,9.882
2,6.771
3,6.758
4,6.014